1.
ORCA calculation (ωB97M-V/def2-TZVPD) on C30H60AuCl2OP2 as an isolated structure.

Structure (ORCA input):
```
! RIJCOSX wB97M-V def2-TZVPD def2/J DEFGRID3
* xyz -1 3
Au -0.0997 0.0548 -1.4308
Cl 1.7182 -0.6540 -2.8754
Cl -1.9429 0.7498 -0.0281
P 0.8584 2.2453 -1.5613
P -0.8077 -2.2532 -1.4830
O 0.3532 -0.3817 0.8128
C 0.1338 -0.1964 2.0847
C 2.4572 2.1804 -0.6164
C -3.5225 -2.3124 -0.6170
C 2.3473 1.6768 0.8000
C 3.2973 3.4523 -0.6608
C -2.3650 -1.6106 -3.7845
C -0.3085 3.8264 0.5029
C 2.6017 -2.9486 2.8413
C -1.7395 -4.0295 -3.5303
C -0.1234 3.7093 -1.0000
C -1.4533 3.7882 -1.7375
C -1.3299 -2.5923 -3.2308
C 0.4868 2.1519 -4.4054
C 1.0418 -0.9492 4.3027
C -2.1251 -2.8333 -0.3214
C 0.1784 -4.8515 -0.8529
C -2.1687 1.5326 2.7433
C 1.6474 4.1653 -3.5143
C -0.9871 0.3152 4.2614
C -1.7345 -2.5940 1.1225
C -0.0394 -0.4140 5.0572
C 0.6032 -3.4376 -1.2146
C -3.5343 0.8535 2.9007
C -2.0622 2.8424 3.5367
C 1.6730 -2.9770 -0.2437
C 1.1518 -0.8401 2.9410
C 3.6995 -0.7089 3.1674
C 2.5051 -1.4328 2.4987
C 1.3915 2.6812 -3.2875
C -0.9538 0.5239 2.9321
H -2.4932 -4.3953 -2.8203
H -0.6797 -5.2235 -1.4290
H -3.9230 -2.7098 -1.5624
H -0.0647 -4.9389 0.2202
H 2.9907 1.3956 -1.2053
H -4.3406 1.5701 2.7073
H 1.7458 -3.5245 2.4797
H 0.6058 4.1697 1.0156
H 0.7072 4.7117 -3.7020
H 3.1569 0.9557 1.0160
H 3.6390 0.3705 3.0174
H -2.1477 -3.9361 -0.4783
H 2.3591 2.1373 -3.3784
H -2.8771 3.5254 3.2592
H -2.0181 -1.2329 -4.7655
H -0.8854 -4.7165 -3.5354
H -3.5461 -1.2082 -0.6566
H -1.7486 0.7184 4.9815
H 1.0211 -5.5441 -1.0450
H 4.1082 3.3764 0.0866
H -2.2415 2.0274 1.6975
H -1.1019 4.5632 0.7226
H 1.0833 -3.4571 -2.2195
H 0.4921 4.5803 -1.3185
H -2.0850 4.5672 -1.2818
H 3.7320 -0.8884 4.2387
H -4.2074 -2.6301 0.1888
H -2.1944 -4.0692 -4.5378
H -0.6200 2.8665 0.9532
H -0.1151 -0.5115 6.0981
H -0.3689 -2.3856 -3.7584
H 4.6286 -1.0770 2.7303
H 2.7056 4.3417 -0.4067
H 2.6098 -1.2543 1.4227
H -2.5204 -0.7474 -3.1320
H -1.0297 -3.3468 1.5161
H -3.6516 0.0249 2.2053
H 2.2739 4.2897 -4.4192
H 2.3201 -2.1917 -0.6832
H -1.2529 -1.6105 1.2328
H -2.6190 -2.5931 1.7694
H -0.5763 2.2597 -4.1582
H -3.3400 -2.1042 -3.9544
H -0.7542 0.2943 -2.9057
H 1.7660 -1.4363 4.9750
H 0.6815 2.7133 -5.3287
H 2.1732 4.6597 -2.6886
H 3.5177 -3.3619 2.4122
H -1.3332 4.0419 -2.8024
H 2.6382 -3.1095 3.9234
H 1.2406 -2.5641 0.6807
H 2.3201 -3.8185 0.0423
H -1.1230 3.3547 3.3201
H 3.7760 3.6093 -1.6376
H 1.4052 1.1511 0.9808
H 2.4241 2.4835 1.5513
H -2.1417 2.7012 4.6138
H -3.6633 0.4777 3.9204
H 0.6906 1.0870 -4.6081
H -1.9969 2.8297 -1.6698
*
```

Its expectation value of S² is 2.0089. The calculation puts the HOMO energy (alpha / beta) at -2.8 / -3.8 eV. The calculation puts the lowest unoccupied orbital energy (alpha / beta) at 2.8 / 2.4 eV.

Here is what Löwdin gives for the atomic charges, in e: 0.39 -0.01 0.25 0.94 0.96 -0.39 -0.31 -0.54 -0.13 -0.12 -0.13 -0.16 -0.12 -0.08 -0.13 -0.55 -0.14 -0.55 -0.17 -0.10 -0.54 -0.14 -0.48 -0.14 -0.14 -0.11 -0.07 -0.54 -0.10 -0.10 -0.15 -0.14 -0.08 -0.37 -0.55 -0.09 0.07 0.05 0.06 0.08 0.09 0.07 0.06 0.07 0.08 0.08 0.06 0.09 0.09 0.07 0.08 0.07 0.02 0.11 0.08 0.08 0.02 0.08 0.09 0.09 0.08 0.06 0.08 0.08 0.03 0.05 0.07 0.07 0.07 0.10 0.03 0.08 0.05 0.08 0.04 0.02 0.08 0.05 0.07 -0.03 0.10 0.07 0.05 0.07 0.06 0.06 0.04 0.08 0.07 0.07 0.03 0.09 0.06 0.07 0.02 0.02


2.
ORCA calculation (ωB97M-V/def2-TZVPD) on a 2-piece molecular cluster, C4H8O overall.

Structure (ORCA input):
```
! RIJCOSX wB97M-V def2-TZVPD def2/J DEFGRID3
* xyz 0 1
O -0.3928 1.4799 1.6403
C 1.6620 -0.2431 -0.1129
C -0.6396 -1.0236 -0.6950
C -1.3697 1.0881 1.0510
C 0.3871 -0.2010 -0.9009
H -0.5879 -1.8106 0.0546
H 1.9536 -1.2740 0.1024
H -2.0053 0.2648 1.4343
H -1.5716 -0.9338 -1.2455
H 0.2823 0.5983 -1.6344
H -1.7177 1.5332 0.0979
H 1.5155 0.2727 0.8442
H 2.4841 0.2491 -0.6361
*
```

The structure (SMILES) is C=CC.C=O. The calculation puts the HOMO energy at -9.8 eV. The calculation puts the lowest unoccupied orbital energy at 1.0 eV.

Here is what Löwdin gives for the atomic charges, in e: -0.03 -0.10 -0.05 -0.18 -0.25 0.07 0.08 0.09 0.06 0.10 0.09 0.06 0.07


3.
ORCA calculation (ωB97M-V/def2-TZVPD) on a 7-piece molecular cluster, C33H41N7O11 overall.

Structure (ORCA input):
```
! RIJCOSX wB97M-V def2-TZVPD def2/J DEFGRID3
* xyz 0 1
O -2.2878 0.6253 5.5709
O -5.6618 -3.2457 1.5719
O 3.4362 3.8343 1.8949
O 1.3662 -2.5457 2.0109
O 0.5602 2.0893 -5.1501
O -5.1048 -5.0667 2.6229
O 4.8512 2.5873 2.9999
O -3.4868 -0.0857 -1.1231
O 5.2542 -2.3147 0.9829
O -0.5768 2.1053 5.0659
O -2.3888 -1.9027 -0.5601
N -1.8158 1.5543 4.9709
N 4.8652 -0.6957 -0.5411
N 4.4842 3.3283 2.0269
N -3.3038 -1.3677 -1.1731
N 0.8672 -0.3507 1.4889
N -0.9498 0.3593 -5.0051
N -4.8158 -3.9677 2.2559
C 6.3322 3.9433 -1.4241
C -2.9968 -3.9157 4.0609
C 7.6422 3.0673 -1.3211
C 0.8662 -1.7187 1.2819
C -3.6398 -3.2817 2.8619
C -1.8848 -1.3677 2.9629
C 1.5482 0.3693 2.5989
C 0.2142 0.6213 0.5439
C -3.2788 -1.9307 2.3429
C -4.8578 2.5863 2.3819
C -4.9288 -1.3687 -3.1051
C -2.6158 2.2003 3.8629
C -1.7208 -3.2977 4.5569
C -1.5938 -0.8147 -5.6671
C 5.2872 4.0323 -0.3581
C -4.2268 3.5043 1.5049
C 4.5202 -1.3037 0.5579
C -2.0198 3.2353 2.9479
C 5.5072 3.2223 0.9339
C -1.2728 -2.0887 4.0969
C -3.2098 -3.4747 -2.6971
C 6.6662 2.2873 1.0049
C -2.7998 3.9183 1.7789
C 7.7222 2.1883 -0.2191
C -3.9188 -4.1957 -3.8471
C 5.9542 -0.8587 -1.4631
C -0.9298 0.3763 -3.5131
C -3.8518 -2.0737 -2.3151
C -4.1328 1.8793 3.5609
C 3.9022 0.4013 -0.9871
C -5.5858 -2.2437 -4.2411
C -5.0668 -3.6457 -4.5211
C -0.2058 1.1593 -5.6801
H 0.0652 0.4993 -3.0301
H 3.3282 0.0923 -1.8691
H -1.3948 -0.5367 2.5869
H 0.9642 0.8513 -0.4861
H -0.9688 3.6033 2.9179
H -2.5898 -0.5557 -6.1771
H 3.7042 -0.8277 1.1029
H 4.5322 4.7653 -0.3241
H -2.4288 -3.8347 -2.1291
H -2.3988 4.7693 1.1789
H -1.9048 -1.6497 -4.9401
H -1.6288 1.2523 -3.1241
H -0.9358 -1.3807 -6.3921
H 8.5242 3.2063 -1.8821
H -0.4308 1.3213 -6.6981
H 6.3812 4.5943 -2.2291
H 0.1802 -1.9257 0.4699
H -1.2538 -3.7977 5.3829
H -0.3108 -1.6977 4.8749
H 6.6462 1.6013 1.9019
H 3.1452 0.6133 -0.2181
H -3.5168 -5.0607 -4.4381
H -1.2718 -0.4757 -2.9061
H 0.1352 1.5703 1.1609
H 7.0132 -1.1157 -1.0351
H 4.3542 1.3793 -1.2031
H -4.7198 1.2893 4.2659
H -3.3928 -4.9307 4.4919
H -5.6598 -4.1597 -5.4361
H -4.8768 3.8423 0.7689
H 8.6142 1.5053 -0.0421
H 6.0182 0.1403 -1.9991
H -0.6838 0.2293 0.2129
H -5.8598 2.3413 2.3389
H 5.5852 -1.6207 -2.2911
H -4.9858 -0.4197 -2.7621
H -3.6478 -1.4607 1.5159
H 0.8472 0.8433 3.3199
H 2.0542 -0.2667 3.3089
H 2.4652 1.1303 2.1849
H -6.4118 -2.0727 -4.7671
*
```

The structure (SMILES) is O=[N+]([O-])c1ccccc1.O=[N+]([O-])c1ccccc1.O=[N+]([O-])c1ccccc1.O=[N+]([O-])c1ccccc1.CN(C)C=O.CN(C)C=O.CN(C)C=O. The calculation puts the HOMO energy at -8.9 eV. The calculation puts the lowest unoccupied orbital energy at -1.9 eV.

Here is what Löwdin gives for the atomic charges, in e: 0.09 -0.01 0.11 0.03 -0.09 0.08 0.01 0.00 -0.09 -0.04 0.04 -0.29 -0.19 -0.36 -0.32 -0.20 -0.16 -0.34 -0.01 0.04 -0.06 -0.35 -0.12 0.01 -0.07 -0.04 0.09 -0.06 0.10 -0.09 -0.11 -0.05 0.02 -0.07 -0.28 0.01 -0.11 -0.12 0.09 0.06 -0.01 -0.06 -0.08 -0.07 -0.04 -0.10 0.07 -0.03 0.01 -0.09 -0.32 0.08 0.09 0.03 0.14 0.09 0.10 0.11 0.07 0.05 0.09 0.08 0.13 0.09 0.07 0.12 0.05 0.12 0.09 0.19 0.11 0.05 0.10 0.06 0.09 0.12 0.07 0.08 0.14 0.14 0.06 0.11 0.08 0.02 0.06 0.13 0.04 0.02 0.07 0.07 0.13 0.02


4.
ORCA calculation (ωB97M-V/def2-TZVPD) on the molecule C3H3NOS.

Structure (ORCA input):
```
! RIJCOSX wB97M-V def2-TZVPD def2/J DEFGRID3
* xyz 0 1
S 1.0946 2.5735 -2.4494
O 0.2200 3.5757 -3.0811
N 0.3103 1.5183 -1.6741
C -0.2481 0.4231 0.6459
C 0.4661 0.4054 -0.6948
C -0.6553 -0.5349 -0.1046
H -0.1906 1.0458 1.5265
H -1.1978 -1.4320 -0.3635
H 1.5120 0.0004 -0.9279
*
```

The calculation puts the HOMO energy at -9.4 eV. The calculation puts the lowest unoccupied orbital energy at -0.3 eV.

Here is what Löwdin gives for the atomic charges, in e: 0.85 -0.54 -0.32 -0.02 -0.33 0.03 0.10 0.10 0.13


5.
ORCA calculation (ωB97M-V/def2-TZVPD) on a 2-piece molecular cluster, C5H8Cl2Si overall.

Structure (ORCA input):
```
! RIJCOSX wB97M-V def2-TZVPD def2/J DEFGRID3
* xyz 0 1
Cl 1.9343 1.9230 1.7188
Cl 1.6406 3.4166 -1.8725
Si 1.5883 0.5586 0.3403
C -0.9595 -0.8680 0.8095
C -1.3889 -0.6311 -0.6193
C -0.8578 0.6904 -1.1848
C 0.5604 -0.8580 0.9503
C 0.4022 0.9005 -0.9806
H 0.9616 -1.0342 1.9510
H 2.9828 0.2622 -0.1530
H -2.4534 -0.6470 -0.6808
H -1.6391 -1.7559 1.0292
H -1.4314 -0.0640 1.4315
H -0.8668 -1.3137 -1.3227
H -1.4403 1.2212 -1.9259
H 0.9671 -1.8005 0.5089
*
```

The calculation puts the HOMO energy (alpha / beta) at -9.0 / -8.9 eV. The calculation puts the lowest unoccupied orbital energy (alpha / beta) at -1.9 / -2.0 eV.

Here is what Löwdin gives for the atomic charges, in e: 0.39 -0.32 0.06 -0.25 -0.20 -0.10 -0.30 -0.09 0.07 0.00 0.11 0.14 0.13 0.14 0.13 0.10


6.
ORCA calculation (ωB97M-V/def2-TZVPD) on C43H39AsCoN2O3P2 as an isolated structure.

Structure (ORCA input):
```
! RIJCOSX wB97M-V def2-TZVPD def2/J DEFGRID3
* xyz 0 2
As -5.2188 3.6090 -0.7938
Co -0.7146 -0.2941 0.2209
P -1.8296 1.5588 -0.5379
P 0.5219 -2.1009 0.2428
O 0.9914 0.4064 -0.4405
O 0.5596 1.6930 3.7637
O 3.2324 0.3381 -0.4383
N -0.3862 0.1975 2.1592
N -2.1889 -1.4233 0.3087
C -2.5476 5.0006 2.4125
C -3.5533 1.1195 -0.9919
C -0.7340 1.9153 -4.4487
C -4.0411 -3.0074 0.6027
C -2.7201 3.6736 2.7836
C 1.5604 -4.5132 -2.8907
C -7.6301 5.2282 -4.5524
C -2.4519 2.6598 1.8775
C -8.6012 2.8858 1.5520
C -2.0259 2.9693 0.5834
C -1.4210 -3.9318 0.6095
C -2.0237 -5.0180 1.3476
C 0.0868 0.9508 2.9472
C 1.3116 -4.0364 -1.6125
C -1.0316 2.1334 -2.0599
C 2.0822 -1.3784 0.7648
C -2.1162 5.3122 1.1322
C 0.3661 2.7606 -4.3922
C -7.5302 3.4497 0.8755
C -8.0515 4.0560 -3.9348
C 0.8033 -2.7497 -1.4284
C 0.1710 -3.7175 2.4771
C -6.8990 1.2889 0.0531
C -4.4098 2.1066 -1.7870
C -7.3759 3.5718 -2.8226
C -0.5502 -4.6421 3.2086
C -1.6315 -5.3223 2.6201
C -5.8626 5.4316 -2.9345
C -7.9680 0.7184 0.7394
C 0.7875 3.2645 -3.1692
C 1.3126 -3.7041 -3.9935
C -2.6184 -2.5279 0.4873
C -0.1815 -3.4263 1.1653
C -6.2727 4.2551 -2.3145
C -6.5348 5.9163 -4.0514
C -6.6681 2.6598 0.1139
C 2.1525 -0.0937 -0.1101
C -1.4230 1.5967 -3.2865
C -8.8206 1.5144 1.4882
C -1.8648 4.3019 0.2163
C 0.8135 -2.4217 -3.8168
C 0.0994 2.9463 -2.0078
C 0.5544 -1.9439 -2.5383
H -1.0552 1.5009 -5.3964
H -9.6538 1.0712 2.0189
H -6.2634 0.6506 -0.5460
H -7.7198 2.6625 -2.3420
H -3.4777 0.1693 -1.5284
H 1.5083 -4.6678 -0.7529
H -5.0125 5.9775 -2.5411
H 0.9032 3.0135 -5.2978
H -2.5397 1.6232 2.1805
H -1.5560 4.5618 -0.7873
H -0.2574 -4.8734 4.2245
H -1.3582 -4.1365 -0.4606
H 1.9529 -5.5132 -3.0275
H 0.4695 3.2987 -1.0537
H -4.1850 -3.5321 1.5472
H 1.5171 -4.0733 -4.9913
H 1.0367 -3.2355 2.9145
H -4.0052 0.8728 -0.0290
H -6.2056 6.8331 -4.5245
H -2.8339 -5.5687 0.8841
H 1.6692 3.8901 -3.1139
H 0.6328 -1.7844 -4.6736
H -1.9902 6.3461 0.8366
H -3.0428 3.4250 3.7863
H 0.1852 -0.9345 -2.3999
H -2.1314 -6.1103 3.1687
H -2.2706 0.9223 -3.3424
H -8.9108 3.5198 -4.3185
H -2.7403 5.7916 3.1263
H -8.1344 -0.3507 0.6830
H -7.3631 4.5192 0.9375
H -3.8345 2.5716 -2.5880
H -4.2642 -3.7044 -0.2076
H -4.7125 -2.1546 0.5467
H -9.2637 3.5148 2.1334
H -8.1580 5.6051 -5.4196
H 2.9546 -2.0059 0.6101
H -5.2343 1.5770 -2.2704
H 1.9988 -1.0601 1.8052
*
```

Its expectation value of S² is 0.8481. The calculation puts the HOMO energy (alpha / beta) at -7.8 / -7.8 eV. The calculation puts the lowest unoccupied orbital energy (alpha / beta) at -1.6 / -1.4 eV.

Here is what Löwdin gives for the atomic charges, in e: 1.32 0.15 1.06 1.04 -0.18 0.01 0.07 0.04 0.08 -0.08 -0.40 -0.08 -0.02 -0.06 -0.08 -0.09 -0.11 -0.09 -0.36 -0.20 -0.07 -0.54 -0.08 -0.35 -0.18 -0.09 -0.08 -0.13 -0.09 -0.31 -0.06 -0.12 -0.41 -0.11 -0.05 -0.07 -0.13 -0.09 -0.06 -0.08 -0.27 -0.31 -0.40 -0.09 -0.41 -0.67 -0.11 -0.09 -0.12 -0.06 -0.09 -0.06 0.10 0.10 0.08 0.10 0.07 0.11 0.09 0.10 0.09 0.10 0.11 0.14 0.10 0.12 0.08 0.10 0.11 0.06 0.10 0.11 0.11 0.11 0.10 0.11 0.09 0.11 0.10 0.10 0.10 0.10 0.10 0.06 0.09 0.08 0.10 0.10 0.10 0.06 0.09


Energy above the lowest of the compared OMol25 structures with the same formula, charge and spin per entry: 74.43 38.42 376.74 92.55 105.34 61.20 kcal/mol